A gas-phase ion, C3H5ClNO2 (charge +1) in a non-equilibrium geometry, computed with ωB97M-V with the def2-TZVPD basis set.

Last column: Löwdin charge in e.
Positions of all 12 atoms, in Å:
1 N 0.10 -1.39 -0.10  0.21
2 C -0.16 0.11 -0.09  -0.21
3 C 0.78 1.02 0.03  -0.12
4 O 2.05 0.71 -0.06  0.08
5 C -1.57 0.53 0.05  -0.81
6 O -1.92 1.68 -0.05  0.08
7 Cl -2.66 -0.76 -0.06  0.86
8 H 0.00 -1.70 -1.04  0.15
9 H -0.71 -1.89 0.48  0.18
10 H 1.03 -1.63 0.29  0.18
11 H 0.34 2.09 0.04  0.19
12 H 2.73 1.24 0.50  0.21

Results
- Energy relative to the best compared isomer or geometry (same formula, charge and spin): 0.331 eV
- Frontier orbital gap: 10.603 eV
- SMILES: [NH3+]/C(=C\O)C(=O)Cl
- LUMO: -4.3745 eV
- Net charge: +1
- E: -782.441431 Eh

---

2 unconnected molecules or ions with the total composition C3H5ClNOP in a non-equilibrium geometry, computed with ωB97M-V with the def2-TZVPD basis set.

Last column: Löwdin charge in e.
Positions of all 12 atoms, in Å:
1 N -3.61 -1.27 0.19  0.16
2 C -2.82 -0.41 0.01  -0.23
3 C -1.87 0.52 -0.38  -0.19
4 C -0.85 0.73 0.45  -0.48
5 Cl 0.43 1.84 -0.07  0.60
6 H -1.68 0.72 -1.41  0.11
7 H -0.71 0.60 1.55  0.11
8 O 0.96 -1.36 -0.12  -0.49
9 P 2.16 -0.50 -0.07  0.58
10 H 2.35 -0.06 1.09  -0.08
11 H 3.32 -1.37 -0.32  0.00
12 H 2.32 0.57 -0.91  -0.08

Results
- Energy relative to the best compared isomer or geometry (same formula, charge and spin): 2.864 eV
- Frontier orbital gap: 10.049 eV
- SMILES: N#C/C=C/Cl.O=[PH3]
- LUMO: 0.0660 eV
- Net charge: 0
- E: -1048.763272 Eh

---

C3H5ClO2 in the gas phase in a non-equilibrium geometry, computed with ωB97M-V with the def2-TZVPD basis set.

Last column: Löwdin charge in e.
Positions of all 11 atoms, in Å:
1 C -0.43 1.02 0.05  -0.12
2 C 2.00 0.84 -0.33  -0.55
3 C -1.43 -1.14 -0.07  -0.10
4 O 0.73 0.41 -0.10  -0.12
5 O -1.61 0.22 0.15  -0.08
6 Cl 3.14 -0.47 -0.04  0.56
7 H -0.40 2.08 0.38  0.15
8 H 2.21 1.69 0.15  0.01
9 H -1.10 -1.50 -1.01  0.09
10 H -2.33 -1.48 0.28  0.07
11 H -0.78 -1.68 0.54  0.08

Results
- Energy relative to the best compared isomer or geometry (same formula, charge and spin): 5.431 eV
- Frontier orbital gap (spin up / spin down): 8.771 / 7.233 eV
- LUMO (spin up / spin down): 0.7682 / 0.0567 eV
- Net charge: 0
- E: -727.798335 Eh

---

A molecular structure, C3H5ClS in a non-equilibrium geometry, computed with ωB97M-V with the def2-TZVPD basis set.

Last column: Löwdin charge in e.
Positions of all 10 atoms, in Å:
1 C 0.35 2.59 -0.28  0.04
2 C 0.32 0.68 0.28  -1.08
3 C -0.58 -1.96 -0.07  -0.38
4 S -0.55 -0.29 -0.80  0.81
5 Cl 0.73 0.26 1.84  0.63
6 H 1.20 3.00 0.22  -0.04
7 H 0.31 2.54 -1.35  -0.04
8 H 0.30 -2.50 -0.41  0.04
9 H -1.48 -2.44 -0.43  0.03
10 H -0.59 -1.88 1.01  0.00

Results
- Energy relative to the best compared isomer or geometry (same formula, charge and spin): 4.263 eV
- Frontier orbital gap (spin up / spin down): 8.911 / 6.673 eV
- LUMO (spin up / spin down): 0.1852 / -0.3916 eV
- Net charge: 0
- E: -975.500068 Eh